{
  "formula": "C3H2ClNO",
  "method": "wB97M-V/def2-TZVPD",
  "fmax_ev_per_a": 2.40,
  "relative_energy_kcal_mol": 44.4,
  "lumo_ev": -0.83,
  "e_tot_ha": -705.613380,
  "gap_ev": 10.0,
  "smiles": "O=C(Cl)C1=NC1",
  "spin_multiplicity": 1,
  "species": ["Cl", "O", "N", "C", "C", "C", "H", "H"],
  "positions_angstrom": [[1.801, -1.759, 0.769], [2.204, 0.395, -0.551], [-0.915, -0.362, 1.016], [-1.202, 0.428, -0.322], [0.038, 0.103, 0.362], [1.431, -0.191, 0.093], [-1.675, 1.453, -0.165], [-1.681, -0.066, -1.203]]
}